DFT (the ωB97M-V functional and the def2-TZVPD basis) results for a molecular structure, C20H26AuClO8Si.

Last column: Mulliken charge in e.
Element x y z (Å)
Au 2.250 0.660 -0.476  0.1497
C 3.511 2.779 2.733  -1.2332
C 2.077 2.467 2.505  0.7313
C 1.017 2.979 3.417  -1.0572
O 1.892 1.250 1.964  -0.2230
C 1.707 4.213 0.383  0.8090
O 1.528 5.143 1.058  -0.4227
O 1.854 3.375 -0.414  -0.3193
H 3.861 2.273 3.642  0.3851
H 3.657 3.850 2.874  0.3994
H 4.125 2.431 1.901  0.2688
H 1.165 2.544 4.414  0.3582
H 0.019 2.702 3.075  0.3333
H 1.066 4.063 3.506  0.3814
H 0.955 1.077 1.717  0.1766
O 5.409 0.067 -2.566  -0.5939
Cl 4.795 -0.277 -1.343  1.7736
O 4.341 0.986 -0.638  -0.7301
O 5.633 -1.020 -0.483  -0.5930
O 3.515 -0.979 -1.575  -0.6558
C -2.312 1.011 1.484  -1.6353
C -2.476 0.589 0.017  2.1638
C -3.755 -0.248 -0.101  -1.8556
C -2.588 1.857 -0.839  -1.6990
Si -0.951 -0.409 -0.470  -1.0861
O 0.327 0.536 -0.039  0.9256
C -0.876 -2.017 0.493  0.5596
C -1.555 -3.150 0.036  -0.2455
C -1.517 -4.345 0.738  -0.7216
C -0.784 -4.436 1.913  -0.4940
C -0.093 -3.328 2.381  -0.7435
C -0.142 -2.134 1.674  0.1166
C -0.830 -0.865 -2.285  0.8689
C 0.368 -1.453 -2.705  -0.5112
C 0.568 -1.840 -4.020  -0.8544
C -0.445 -1.662 -4.952  -0.4602
C -1.649 -1.098 -4.559  -0.7728
C -1.835 -0.703 -3.240  -0.0974
H -3.193 1.571 1.815  0.5637
H -1.444 1.664 1.609  -0.0513
H -2.198 0.149 2.147  0.3726
H -4.626 0.361 0.163  0.5418
H -3.733 -1.106 0.574  0.3882
H -3.918 -0.628 -1.112  0.2754
H -3.432 2.467 -0.499  0.5189
H -2.747 1.633 -1.894  0.2986
H -1.684 2.465 -0.764  0.2113
H -2.116 -3.102 -0.892  0.3902
H -2.050 -5.210 0.363  0.4032
H -0.745 -5.370 2.458  0.3726
H 0.489 -3.395 3.291  0.4203
H 0.416 -1.282 2.050  0.2297
H 1.164 -1.633 -1.990  0.3228
H 1.510 -2.286 -4.315  0.4484
H -0.298 -1.967 -5.981  0.3705
H -2.444 -0.960 -5.280  0.4028
H -2.783 -0.257 -2.965  0.1245

Output
Charge: 0
Relative energy (zero: lowest compared OMol25 entry of this formula, charge and spin) (kcal per mole): 54.33